[1]
{"formula": "C19H26N4O", "method": "ωB97M-V/def2-TZVPD", "gap_ev": 8.44, "de_lowest_kj_mol": 566.78, "homo_energy_ev": -7.985, "multiplicity": 1, "smiles": "CCCCc1c(Nc2cccc3c2CCN(C)C3)cnn(C)c1=O", "elements": ["O", "N", "N", "N", "N", "C", "C", "C", "C", "C", "C", "C", "C", "C", "C", "C", "C", "C", "C", "C", "C", "C", "C", "C", "H", "H", "H", "H", "H", "H", "H", "H", "H", "H", "H", "H", "H", "H", "H", "H", "H", "H", "H", "H", "H", "H", "H", "H", "H", "H"], "xyz": [[0.060, 4.467, -1.387], [-1.243, 2.978, -2.281], [-2.303, -3.912, 0.479], [-1.539, 1.654, -2.493], [0.959, 0.134, 0.036], [1.908, -1.601, -1.356], [0.853, 2.924, 0.944], [-0.390, 3.369, -1.219], [-0.098, -2.281, -0.091], [0.808, -3.695, -1.947], [0.196, 2.384, -0.276], [-1.181, -1.942, 0.959], [2.454, 2.811, 0.887], [-0.858, 0.680, -1.841], [-3.588, -4.751, 0.715], [-1.800, -3.106, 1.616], [2.726, 3.341, 3.492], [-2.202, 3.949, -2.834], [-0.088, -3.534, -0.829], [0.864, -1.180, -0.448], [1.856, -2.744, -2.127], [0.085, 1.048, -0.637], [3.144, 3.750, 2.000], [-1.337, -4.420, -0.533], [-0.736, -1.363, 1.854], [0.590, 3.971, 1.106], [-3.236, 3.489, -2.774], [2.782, -0.979, -1.434], [2.817, 1.710, 1.003], [3.241, 3.873, 4.293], [1.966, 0.441, 0.003], [2.869, 2.301, 3.673], [-0.868, -5.461, -0.306], [-1.933, -4.407, -1.435], [4.265, 3.712, 1.852], [-1.956, 4.084, -3.903], [-2.471, -2.828, 2.385], [-2.141, 4.805, -2.156], [2.620, -2.845, -2.945], [1.707, 3.533, 3.835], [-2.003, -1.353, 0.478], [2.865, 3.245, 0.034], [0.447, 2.397, 1.831], [-4.147, -4.182, 1.537], [0.631, -4.565, -2.615], [-1.148, -0.310, -1.885], [-4.093, -4.898, -0.274], [-0.939, -3.781, 1.958], [-3.346, -5.685, 1.226], [2.929, 4.773, 1.829]], "atomic_forces_ev_per_a": [[0.63, 2.58, 1.40], [-0.62, -3.27, 1.56], [-2.38, -0.60, -0.01], [1.37, -1.71, 1.36], [-0.48, 0.11, -0.33], [-1.46, 0.52, 1.19], [1.76, -0.43, 0.43], [0.85, -1.39, -1.93], [1.20, 2.06, -0.81], [-0.54, 0.24, 1.29], [-1.93, -1.04, -1.36], [1.10, 2.02, 0.77], [-0.49, -0.29, 3.34], [0.75, 5.59, 1.95], [1.99, 1.89, 0.59], [2.87, -3.66, -2.63], [0.31, 1.08, -0.58], [-0.56, -1.38, -0.02], [-0.69, 2.88, 0.19], [0.75, -4.97, -1.11], [-0.59, -1.28, -0.64], [-0.12, 1.66, -1.08], [0.02, -2.57, 1.14], [1.03, -0.72, 1.01], [-0.30, -0.17, -1.74], [0.10, -0.02, -0.38], [1.19, 0.50, -0.04], [0.12, 0.49, -0.33], [-0.53, 2.04, -0.04], [0.71, 0.09, -0.37], [-1.77, -0.21, 0.05], [0.35, -0.93, -0.05], [-1.18, 1.16, -0.27], [0.10, -0.68, -0.49], [-1.11, -0.36, 0.42], [-0.17, 0.62, 0.66], [-0.99, -0.17, 0.52], [0.00, 0.17, -0.83], [-0.90, -0.19, 1.01], [-0.44, 0.11, -0.96], [0.73, -0.15, 0.41], [0.18, 0.24, -2.10], [0.48, -0.04, -0.42], [0.25, -0.54, -1.75], [0.48, 0.72, 0.51], [-0.65, -1.80, -0.87], [0.13, 0.14, 1.19], [-0.89, 1.12, 0.88], [0.03, -0.46, -0.44], [-0.70, 1.02, -0.34]]}



[2]
{"formula": "C19H26N4O3", "method": "ωB97M-V/def2-TZVPD", "gap_ev": 8.49, "de_lowest_kj_mol": 39.30, "homo_energy_ev": -7.759, "multiplicity": 1, "smiles": "CCN(CC)CCNC(=O)C(=O)Nc1cc2c3c(c1)CC(=O)N3CCC2", "elements": ["O", "O", "O", "N", "N", "N", "N", "C", "C", "C", "C", "C", "C", "C", "C", "C", "C", "C", "C", "C", "C", "C", "C", "C", "C", "C", "H", "H", "H", "H", "H", "H", "H", "H", "H", "H", "H", "H", "H", "H", "H", "H", "H", "H", "H", "H", "H", "H", "H", "H", "H", "H"], "xyz": [[-1.430, -0.699, 0.310], [-1.797, 2.676, 1.138], [7.169, 0.006, -0.521], [5.115, -0.998, -0.582], [-3.364, 1.019, 1.044], [0.126, 0.993, 0.525], [-5.677, 0.191, -0.257], [1.475, -0.926, -0.117], [-6.933, -0.376, 0.203], [3.805, -0.636, -0.338], [-7.035, -0.420, 1.723], [2.712, -1.480, -0.410], [1.364, 0.421, 0.230], [-5.523, 1.600, 0.078], [5.968, 0.050, -0.391], [-1.103, 0.451, 0.552], [2.968, -2.913, -0.778], [5.114, 1.256, 0.013], [2.491, 1.250, 0.308], [3.722, 0.707, 0.022], [4.396, -3.301, -0.375], [-2.136, 1.518, 0.940], [-5.419, -0.094, -1.662], [5.426, -2.347, -0.984], [-3.940, 0.012, -2.018], [-4.560, 1.786, 1.263], [-6.007, 0.568, -2.323], [-7.908, -1.002, 2.010], [-3.498, 0.050, 0.775], [5.252, 2.064, -0.708], [-7.801, 0.174, -0.205], [2.843, -3.039, -1.858], [0.585, -1.533, -0.153], [2.382, 2.286, 0.590], [-6.488, 2.062, 0.327], [-5.115, 2.138, -0.781], [-3.802, -0.253, -3.064], [-5.742, -1.119, -1.855], [-3.350, -0.668, -1.410], [-3.561, 1.021, -1.873], [-6.150, -0.892, 2.141], [-6.985, -1.401, -0.172], [0.119, 1.984, 0.765], [-4.274, 2.835, 1.365], [2.245, -3.565, -0.285], [5.433, 1.629, 0.987], [-5.028, 1.451, 2.193], [4.615, -4.318, -0.701], [4.480, -3.265, 0.713], [-7.140, 0.575, 2.146], [5.403, -2.418, -2.079], [6.439, -2.582, -0.648]], "atomic_forces_ev_per_a": [[0.08, -0.03, 0.01], [-0.03, 0.12, -0.02], [0.17, 0.03, -0.02], [0.07, -0.25, -0.04], [-0.04, -0.38, -0.12], [-0.27, 0.65, 0.20], [-0.05, -0.12, -0.03], [-0.09, 0.12, 0.03], [-0.07, -0.08, 0.19], [-0.77, 0.38, 0.19], [-0.09, 0.00, -0.31], [0.38, 0.26, -0.01], [0.25, -0.44, -0.13], [0.25, 0.04, 0.29], [0.27, 0.15, 0.02], [0.17, -0.05, -0.07], [0.04, -0.08, 0.05], [0.01, 0.15, 0.05], [0.00, -0.23, -0.06], [-0.21, -0.27, -0.07], [-0.04, 0.04, -0.18], [-0.13, 0.13, 0.18], [0.19, 0.01, -0.18], [0.27, -0.27, -0.02], [-0.31, -0.07, -0.02], [-0.19, 0.31, -0.05], [-0.03, -0.08, 0.04], [-0.09, -0.01, 0.09], [0.14, 0.09, 0.03], [0.07, -0.03, -0.01], [0.05, -0.07, -0.03], [-0.03, -0.08, 0.00], [-0.07, -0.04, 0.01], [-0.02, 0.15, 0.04], [0.01, 0.00, -0.06], [-0.04, -0.01, 0.02], [0.06, 0.01, -0.12], [-0.05, 0.07, 0.00], [0.08, -0.05, 0.04], [0.08, 0.10, -0.01], [0.10, -0.05, 0.09], [-0.04, 0.08, -0.03], [-0.12, -0.27, -0.06], [-0.06, -0.09, 0.07], [-0.02, -0.01, -0.05], [0.07, -0.03, -0.02], [0.00, 0.10, -0.06], [0.04, 0.00, 0.04], [0.04, -0.06, 0.02], [-0.01, 0.09, 0.11], [0.06, -0.04, 0.08], [-0.10, 0.04, -0.09]]}



[3]
{"formula": "C19H26NO2", "method": "ωB97M-V/def2-TZVPD", "gap_ev": 9.27, "total_charge": 1, "de_lowest_kj_mol": 90.92, "homo_energy_ev": -11.605, "multiplicity": 1, "smiles": "COc1cc(C)ccc1OCCCC[NH2+]Cc1ccccc1", "elements": ["O", "O", "N", "C", "C", "C", "C", "C", "C", "C", "C", "C", "C", "C", "C", "C", "C", "C", "C", "C", "C", "C", "H", "H", "H", "H", "H", "H", "H", "H", "H", "H", "H", "H", "H", "H", "H", "H", "H", "H", "H", "H", "H", "H", "H", "H", "H", "H"], "xyz": [[-1.570, -1.330, 0.988], [-0.178, -0.346, -1.121], [1.302, -1.262, 0.848], [3.514, 2.981, -0.496], [-2.333, -1.937, 2.013], [-5.058, 2.130, 0.382], [-0.313, -1.534, -1.910], [2.448, 0.899, 1.000], [-2.118, -0.247, 0.334], [3.823, 1.014, 0.842], [2.320, -2.006, 0.082], [1.678, -2.894, -0.979], [-3.036, 1.961, -1.092], [4.354, 2.055, 0.098], [1.067, -2.133, -2.162], [1.852, -0.243, 1.779], [2.141, 2.872, -0.339], [-1.858, 1.341, -1.466], [1.609, 1.837, 0.408], [-3.769, 1.485, -0.013], [-3.300, 0.381, 0.692], [-1.395, 0.247, -0.760], [-1.774, -2.818, 2.323], [1.031, 0.118, 2.402], [0.696, -1.916, 1.352], [-0.964, -2.251, -1.396], [-0.780, -1.265, -2.863], [0.539, 1.765, 0.539], [0.964, -2.828, -2.996], [2.603, -0.712, 2.419], [0.920, -3.533, -0.521], [2.979, -1.275, -0.391], [1.484, 3.598, -0.792], [-3.876, 0.021, 1.529], [5.423, 2.142, -0.014], [0.673, -0.776, 0.122], [4.483, 0.298, 1.311], [-3.314, -2.248, 1.648], [-5.074, 3.176, 0.089], [-5.888, 1.630, -0.118], [-3.389, 2.816, -1.646], [-2.456, -1.266, 2.868], [-5.222, 2.058, 1.454], [1.741, -1.335, -2.479], [2.912, -2.614, 0.772], [-1.278, 1.701, -2.301], [2.459, -3.548, -1.367], [3.928, 3.792, -1.074]], "atomic_forces_ev_per_a": [[0.09, 0.38, -0.42], [-0.29, 0.28, 0.20], [-0.37, 0.04, -0.17], [0.02, 0.00, 0.00], [-0.20, -0.13, 0.26], [-0.11, -0.02, -0.03], [0.03, -0.42, -0.54], [-0.01, -0.03, 0.05], [0.30, -0.08, -0.13], [-0.08, 0.00, 0.05], [0.34, -0.50, -0.35], [0.05, 0.26, -0.09], [-0.09, -0.05, 0.09], [0.06, 0.01, -0.03], [-0.33, 0.04, 0.25], [0.25, 0.47, 0.25], [-0.06, 0.01, -0.03], [0.21, -0.25, 0.12], [0.10, -0.02, 0.06], [0.17, 0.02, -0.10], [0.09, -0.15, 0.07], [-0.07, -0.06, 0.02], [-0.07, 0.04, 0.02], [0.00, -0.15, -0.05], [0.06, 0.18, -0.15], [0.03, 0.09, -0.02], [0.02, 0.03, 0.13], [-0.16, 0.00, 0.03], [0.00, 0.03, -0.05], [-0.13, -0.06, -0.06], [0.00, -0.13, 0.03], [-0.05, -0.02, 0.12], [-0.07, 0.09, -0.04], [-0.04, -0.06, 0.12], [0.11, 0.02, -0.01], [0.22, -0.27, 0.52], [0.08, -0.09, 0.06], [0.03, 0.01, 0.00], [-0.04, 0.08, 0.02], [-0.09, 0.02, 0.00], [-0.04, 0.12, -0.06], [-0.01, -0.02, -0.03], [-0.05, 0.04, 0.07], [0.05, 0.02, -0.13], [-0.06, 0.15, 0.06], [0.10, 0.04, -0.11], [0.01, -0.04, 0.11], [0.04, 0.08, -0.05]]}



[4]
{"formula": "C19H26O3", "method": "ωB97M-V/def2-TZVPD", "gap_ev": 8.49, "de_lowest_kj_mol": 226.85, "homo_energy_ev": -7.789, "multiplicity": 1, "smiles": "COc1cc(OC)c([C@H]2C=C(C)[C@H]3C[C@@H]2C3(C)C)c(OC)c1", "elements": ["O", "O", "O", "C", "C", "C", "C", "C", "C", "C", "C", "C", "C", "C", "C", "C", "C", "C", "C", "C", "C", "C", "H", "H", "H", "H", "H", "H", "H", "H", "H", "H", "H", "H", "H", "H", "H", "H", "H", "H", "H", "H", "H", "H", "H", "H", "H", "H"], "xyz": [[-2.711, 1.234, 0.191], [1.122, -1.087, -1.739], [-1.431, 2.111, -4.299], [-0.141, 0.455, -3.074], [-1.126, 1.440, -3.153], [1.797, -1.540, -2.942], [1.726, -0.836, 2.391], [-1.820, 1.019, -0.858], [0.114, -0.170, -1.826], [-3.705, 2.293, 0.073], [2.161, -3.316, 1.585], [0.237, -1.869, 0.704], [-0.466, 2.159, -5.343], [-0.510, -0.536, 0.696], [-0.611, -1.132, 3.720], [0.460, -0.208, 3.079], [1.742, 0.366, 1.436], [0.199, 0.455, 1.670], [-1.970, 1.712, -2.085], [0.868, 0.831, 4.185], [-0.712, 0.129, -0.689], [1.344, -2.046, 1.568], [-4.280, 2.397, 0.991], [1.137, 0.388, 5.130], [2.309, 1.190, 1.750], [-1.047, -1.877, 3.044], [0.505, 2.586, -5.053], [1.708, 1.428, 3.837], [-1.550, -0.735, 1.032], [2.508, -2.323, -2.651], [-0.876, 2.733, -6.174], [1.915, -3.949, 0.715], [-0.213, 1.503, 1.665], [0.442, 0.224, -3.945], [1.873, -3.894, 2.486], [-0.008, 1.515, 4.386], [-0.188, -1.627, 4.589], [2.640, -0.933, 2.931], [1.109, -2.029, -3.649], [-2.752, 2.454, -2.263], [3.240, -3.129, 1.576], [-3.252, 3.265, -0.183], [-0.085, -2.667, 0.009], [-0.266, 1.180, -5.701], [2.052, 0.088, 0.430], [-1.435, -0.494, 4.032], [2.316, -0.796, -3.543], [-4.369, 2.041, -0.732]], "atomic_forces_ev_per_a": [[0.51, 0.27, -0.11], [0.55, -0.09, -0.55], [0.32, 0.55, -0.35], [-0.08, 0.38, 0.89], [-0.03, -0.69, 0.11], [-0.68, -0.67, 0.14], [-0.48, 0.03, -0.32], [0.27, 0.76, -0.92], [-1.16, 0.87, -0.68], [1.09, -0.20, -0.61], [-0.81, -0.21, 0.14], [2.70, -0.46, 1.93], [0.04, 0.40, 0.23], [-0.33, 0.26, -0.14], [0.25, 0.56, -0.90], [-0.04, -0.16, 0.91], [-1.26, -1.31, -1.13], [0.20, 0.70, 0.33], [-0.27, -0.20, 0.83], [-1.22, 0.52, -1.28], [0.17, -0.74, 0.00], [-2.86, 0.42, -2.74], [0.40, -0.41, 0.13], [0.11, -0.47, 0.21], [0.58, 1.22, 0.70], [0.36, 0.09, 0.07], [-0.35, 0.12, 0.29], [0.00, 0.19, 0.10], [0.50, 0.18, 0.17], [-0.18, 0.45, 0.31], [-0.15, 0.07, 0.30], [0.07, 0.29, 0.31], [-0.03, -1.13, -0.08], [0.15, -0.08, -0.01], [0.50, 0.15, -0.29], [0.89, -0.58, -0.24], [-0.01, -0.11, 0.14], [0.53, -0.52, 0.83], [-0.24, 0.16, 0.36], [0.27, -0.34, 0.20], [-0.17, 0.03, 0.17], [0.10, -0.37, 0.25], [0.25, 0.53, 0.54], [0.15, -1.07, -0.48], [-0.02, 0.18, -0.15], [-0.14, 0.05, 0.27], [0.10, 0.53, 0.50], [-0.53, -0.14, -0.39]]}



Question: Which formula does entry 2 have?
Answer: C19H26N4O3